{"formula": "C20H75BBrN4O21", "method": "the ωB97M-V functional and the def2-TZVPD basis", "total_energy_ha": -5204.81419, "charge": 1, "lumo_energy_ev": -3.13, "elements": ["C", "C", "B", "O", "C", "C", "N", "C", "C", "C", "C", "C", "N", "C", "N", "N", "C", "C", "C", "C", "C", "C", "C", "C", "C", "C", "Br", "H", "H", "H", "H", "H", "H", "H", "H", "H", "H", "H", "H", "H", "H", "H", "H", "H", "H", "H", "H", "H", "H", "H", "H", "H", "H", "H", "H", "H", "H", "H", "H", "H", "H", "H", "O", "H", "H", "O", "H", "H", "O", "H", "H", "O", "H", "H", "O", "H", "H", "O", "H", "H", "O", "H", "H", "O", "H", "H", "O", "H", "H", "O", "H", "H", "O", "H", "H", "O", "H", "H", "O", "H", "H", "O", "H", "H", "O", "H", "H", "O", "H", "H", "O", "H", "H", "O", "H", "H", "O", "H", "H", "O", "H", "H"], "coordinates": [[4.97, 1.11, 1.57], [4.71, 1.57, 0.13], [3.23, 2.04, -0.07], [2.81, 3.16, 0.57], [2.25, 1.13, -0.94], [1.56, 0.18, 0.03], [0.77, -0.83, -0.73], [1.35, -2.19, -0.64], [1.12, -2.80, 0.72], [1.65, -4.23, 0.78], [3.16, -4.32, 0.53], [3.93, -3.34, 1.42], [5.30, -3.84, 1.63], [0.41, -0.38, -1.91], [0.35, -1.10, -3.01], [0.02, 0.95, -2.06], [-1.21, 1.30, -1.28], [-2.38, 0.36, -1.49], [-2.68, -0.62, -0.33], [-3.88, -0.17, 0.49], [-4.29, 1.15, 0.50], [-5.38, 1.54, 1.27], [-6.05, 0.62, 2.05], [-5.66, -0.71, 2.03], [-4.57, -1.10, 1.26], [1.16, 1.83, -1.73], [2.00, 2.47, -3.41], [4.56, 1.81, 2.29], [4.51, 0.14, 1.75], [6.02, 1.01, 1.76], [4.89, 0.73, -0.53], [5.40, 2.36, -0.18], [1.94, 3.48, 0.31], [2.88, 0.53, -1.59], [2.25, -0.31, 0.70], [0.88, 0.75, 0.66], [2.42, -2.12, -0.81], [0.89, -2.87, -1.35], [0.05, -2.83, 0.87], [1.51, -2.18, 1.52], [1.44, -4.61, 1.77], [1.11, -4.82, 0.05], [3.38, -4.08, -0.51], [3.46, -5.33, 0.74], [4.02, -2.38, 0.91], [3.41, -3.21, 2.36], [5.31, -4.85, 1.58], [5.58, -3.63, 2.57], [0.56, -2.08, -3.09], [-0.01, -0.64, -3.84], [-1.50, 2.28, -1.65], [-1.01, 1.44, -0.21], [-2.19, -0.21, -2.40], [-3.27, 0.96, -1.69], [-1.84, -0.68, 0.36], [-2.84, -1.63, -0.67], [-3.78, 1.89, -0.08], [-5.65, 2.58, 1.26], [-6.89, 0.91, 2.66], [-6.18, -1.45, 2.61], [-4.25, -2.13, 1.28], [0.78, 2.71, -1.24], [-1.52, 4.99, -2.09], [-0.81, 4.45, -2.42], [-1.11, 5.87, -1.99], [-4.24, 2.85, -1.97], [-5.10, 3.03, -2.39], [-3.68, 3.57, -2.30], [-1.82, -3.39, -2.62], [-1.08, -3.84, -3.04], [-1.54, -2.48, -2.56], [-3.16, 4.49, 1.69], [-3.48, 3.61, 1.92], [-3.34, 4.53, 0.74], [2.48, -7.30, 0.00], [3.07, -7.81, -0.57], [1.71, -7.88, 0.12], [3.56, -1.36, -3.38], [3.72, -2.24, -3.03], [2.71, -1.09, -3.02], [-5.54, 5.21, -2.98], [-6.38, 5.36, -3.42], [-4.97, 5.91, -3.31], [4.83, 4.61, -3.25], [5.45, 4.06, -3.74], [4.02, 4.09, -3.20], [0.86, -4.35, -4.12], [1.44, -5.10, -3.92], [1.37, -3.82, -4.74], [3.87, -5.64, 4.36], [4.42, -6.41, 4.52], [4.41, -5.06, 3.82], [-3.78, -2.54, 4.48], [-4.30, -1.88, 4.01], [-3.69, -2.18, 5.37], [-6.74, 2.30, -3.27], [-7.56, 2.15, -2.78], [-6.52, 1.44, -3.65], [-5.95, 4.45, 0.33], [-6.15, 5.29, 0.76], [-5.90, 4.68, -0.61], [2.19, 5.95, 1.92], [1.43, 5.88, 2.50], [2.26, 5.10, 1.49], [-1.56, -4.27, 5.26], [-2.11, -3.61, 4.81], [-1.43, -3.93, 6.15], [-2.12, -0.16, 3.28], [-2.86, 0.14, 2.73], [-1.37, 0.36, 2.97], [-3.50, 7.28, 0.15], [-3.20, 6.47, 0.59], [-2.79, 7.51, -0.45], [2.77, -8.36, 2.80], [2.39, -7.64, 3.32], [2.57, -8.11, 1.88], [7.76, -0.68, 1.29], [7.27, -1.49, 1.46], [8.13, -0.80, 0.41], [0.26, 7.33, -2.28], [0.28, 8.10, -1.71], [1.09, 7.36, -2.75]], "lowdin_charge": [-0.09, -0.12, -0.48, 0.19, -0.23, -0.05, 0.05, -0.13, -0.17, -0.18, -0.20, -0.27, 0.00, -0.37, 0.27, -0.06, -0.12, -0.15, -0.12, -0.23, -0.05, -0.06, -0.07, -0.09, -0.06, -0.59, 0.83, 0.08, 0.06, 0.06, 0.10, 0.12, 0.10, 0.11, 0.13, 0.14, 0.12, 0.12, 0.13, 0.11, 0.12, 0.11, 0.10, 0.08, 0.09, 0.11, 0.06, 0.06, 0.09, 0.16, 0.11, 0.12, 0.10, 0.08, 0.10, 0.10, 0.07, 0.07, 0.11, 0.11, 0.12, 0.09, -0.05, 0.01, 0.00, -0.07, 0.00, 0.03, -0.04, 0.00, -0.02, -0.05, 0.02, 0.01, -0.04, 0.07, 0.06, -0.04, 0.04, -0.02, -0.04, 0.06, 0.06, -0.07, 0.04, -0.08, -0.04, 0.06, 0.05, -0.05, 0.05, 0.00, -0.05, 0.01, 0.06, -0.04, 0.06, 0.06, -0.05, 0.06, 0.02, -0.04, 0.04, -0.01, -0.07, -0.01, 0.03, -0.04, 0.01, 0.03, -0.04, 0.00, 0.02, -0.06, 0.03, -0.02, -0.05, 0.02, 0.04, -0.04, 0.06, 0.06]}

---

{"formula": "C27H55N2O14S6", "method": "the ωB97M-V functional and the def2-TZVPD basis", "total_energy_ha": -4613.37520, "charge": 1, "lumo_energy_ev": -3.72, "elements": ["C", "O", "C", "C", "C", "C", "N", "N", "C", "O", "S", "C", "O", "O", "H", "H", "H", "H", "H", "H", "H", "H", "H", "H", "H", "H", "H", "H", "H", "C", "C", "C", "S", "O", "O", "C", "H", "H", "H", "H", "H", "H", "H", "H", "C", "C", "C", "S", "O", "O", "C", "H", "H", "H", "H", "H", "H", "H", "H", "C", "C", "C", "S", "O", "O", "C", "H", "H", "H", "H", "H", "H", "H", "H", "C", "C", "C", "S", "O", "O", "C", "H", "H", "H", "H", "H", "H", "H", "H", "C", "C", "C", "S", "O", "O", "C", "H", "H", "H", "H", "H", "H", "H", "H"], "coordinates": [[0.35, 0.90, -3.89], [0.26, -0.34, -4.56], [-1.06, -0.80, -4.44], [-1.29, -2.04, -5.28], [-2.77, -2.23, -5.61], [-3.65, -2.45, -4.36], [-4.19, -1.16, -3.77], [-3.63, -0.75, -2.54], [-3.89, -1.44, -1.53], [-3.90, -2.05, -0.57], [-6.04, -1.16, -3.68], [-6.56, -0.97, -5.36], [-6.41, -2.43, -3.18], [-6.36, 0.01, -2.94], [-0.20, 1.67, -4.46], [-0.10, 0.84, -2.90], [1.39, 1.21, -3.78], [-1.75, 0.00, -4.77], [-1.25, -1.03, -3.38], [-0.69, -2.00, -6.19], [-0.95, -2.92, -4.72], [-2.87, -3.14, -6.19], [-3.15, -1.38, -6.19], [-4.49, -3.09, -4.62], [-3.07, -2.97, -3.60], [-3.96, -0.41, -4.43], [-6.82, -1.96, -5.73], [-5.77, -0.56, -6.00], [-7.44, -0.33, -5.34], [-1.46, 1.01, 1.60], [-1.97, 2.34, 2.17], [-1.44, 3.45, 1.25], [-1.26, 2.71, -0.37], [0.13, 2.70, -0.74], [-2.25, 3.25, -1.27], [-1.74, 1.05, 0.11], [-1.95, 0.15, 2.07], [-0.39, 0.90, 1.75], [-3.06, 2.35, 2.18], [-1.63, 2.49, 3.20], [-2.13, 4.29, 1.18], [-0.46, 3.80, 1.56], [-1.16, 0.33, -0.47], [-2.81, 0.95, -0.11], [4.72, -0.65, 0.03], [4.65, 0.79, 0.56], [3.23, 1.30, 0.31], [2.18, -0.15, 0.31], [1.63, -0.32, -1.02], [1.31, -0.13, 1.46], [3.48, -1.37, 0.56], [5.63, -1.15, 0.36], [4.71, -0.64, -1.06], [4.86, 0.80, 1.63], [5.38, 1.43, 0.09], [2.88, 1.98, 1.07], [3.13, 1.76, -0.67], [3.23, -2.28, 0.03], [3.54, -1.56, 1.63], [5.08, 6.47, 1.72], [6.55, 6.56, 2.16], [6.88, 5.26, 2.90], [5.81, 4.00, 2.19], [4.89, 3.53, 3.21], [6.59, 3.07, 1.42], [4.92, 5.10, 1.09], [4.82, 7.26, 1.02], [4.42, 6.57, 2.59], [7.19, 6.67, 1.29], [6.72, 7.42, 2.81], [7.91, 4.94, 2.75], [6.66, 5.31, 3.96], [3.88, 4.76, 1.01], [5.40, 5.04, 0.12], [6.84, -5.12, 4.56], [6.37, -3.80, 5.18], [6.77, -2.68, 4.21], [6.79, -3.42, 2.57], [8.14, -3.39, 2.07], [5.71, -2.88, 1.78], [6.40, -5.08, 3.10], [6.42, -5.98, 5.07], [7.93, -5.19, 4.61], [5.29, -3.82, 5.30], [6.81, -3.64, 6.16], [6.06, -1.85, 4.21], [7.77, -2.30, 4.41], [6.92, -5.78, 2.45], [5.32, -5.21, 3.00], [-7.94, -0.99, -0.05], [-7.49, -2.12, 0.88], [-8.12, -1.86, 2.25], [-9.65, -0.96, 1.93], [-9.52, 0.36, 2.49], [-10.78, -1.79, 2.24], [-9.44, -0.85, 0.16], [-7.70, -1.21, -1.10], [-7.43, -0.06, 0.22], [-7.83, -3.08, 0.49], [-6.40, -2.18, 0.97], [-8.37, -2.78, 2.79], [-7.50, -1.23, 2.88], [-9.85, 0.10, -0.19], [-9.99, -1.68, -0.29]], "lowdin_charge": [-0.08, -0.15, -0.28, -0.15, -0.16, -0.10, -0.14, 0.15, -0.24, 0.29, 0.69, -0.08, -0.23, -0.22, 0.10, 0.06, 0.10, 0.12, 0.12, 0.13, 0.13, 0.13, 0.12, 0.12, 0.15, 0.15, 0.09, 0.08, 0.09, -0.22, -0.20, -0.21, 0.66, -0.32, -0.33, -0.24, 0.12, 0.07, 0.12, 0.12, 0.10, 0.11, 0.09, 0.09, -0.21, -0.21, -0.21, 0.69, -0.34, -0.34, -0.23, 0.09, 0.12, 0.12, 0.10, 0.10, 0.11, 0.11, 0.09, -0.22, -0.21, -0.22, 0.66, -0.32, -0.33, -0.23, 0.12, 0.12, 0.12, 0.12, 0.10, 0.11, 0.10, 0.11, -0.22, -0.21, -0.21, 0.68, -0.31, -0.33, -0.23, 0.12, 0.12, 0.12, 0.12, 0.10, 0.11, 0.11, 0.11, -0.23, -0.21, -0.21, 0.66, -0.31, -0.31, -0.23, 0.07, 0.12, 0.12, 0.10, 0.10, 0.10, 0.11, 0.11]}

---

Sequential ΔE to the lowest compared entry with this formula, charge and spin output: 0.0, 0.0 kJ/mol
Sequential highest occupied orbital energy output: -11.228, -11.599 eV